# 1
21
Properties=species:S:1:pos:R:3:forces:R:3:lowdin_charge:R:1 method="wB97M-V/def2-TZVPD" charge=0 total_energy_ev=-11440.55293 relative_energy_ev=4.118 gap_ev=9.8 mol_weight_da=128.17
C 0.96283 1.54336 -2.02119 0.3 0.4 0.0 -0.0738
C -0.62918 0.74812 -0.00973 0.7 1.8 -4.3 -0.5579
C 0.39300 0.34413 -1.34442 -2.7 0.4 0.6 -0.2484
C 0.27558 -0.84496 -1.93310 0.8 -0.2 0.9 0.0371
O 0.00541 1.66728 0.75749 0.2 -0.2 0.5 0.0304
N -1.90436 0.81863 -0.11980 0.7 -0.7 0.2 0.1277
H -0.69205 2.23547 1.12077 0.0 -0.2 0.1 0.1237
H -2.26553 0.26468 -0.89370 0.2 0.1 0.1 0.0577
H 1.84286 1.90744 -1.48526 -0.1 0.1 0.0 0.0843
H 0.23174 2.35460 -2.07680 0.1 -0.1 0.2 0.0891
H 1.24919 1.33425 -3.05656 0.1 -0.2 0.2 0.0813
H -0.13203 -1.69563 -1.39593 -0.3 0.1 -0.1 0.0622
H 0.80440 -1.09325 -2.84914 -0.2 0.3 0.0 0.0698
C 0.66610 -1.13687 2.60458 0.1 -0.3 0.1 -0.0808
C -0.32234 -1.17901 1.49216 0.9 0.3 -2.1 -0.3165
N -1.42455 -1.79110 1.52025 0.6 0.7 -0.4 0.1076
H -1.95623 -1.59683 0.65705 0.1 -0.1 0.3 0.0436
H 0.14496 -0.51789 0.37486 -1.3 -2.5 3.7 0.1323
H 0.58933 -0.17180 3.11121 0.1 0.0 -0.1 0.0781
H 1.68266 -1.25571 2.22109 -0.1 0.2 0.0 0.0766
H 0.47820 -1.93490 3.32617 -0.1 0.1 0.0 0.0760

---

# 2
60
Properties=species:S:1:pos:R:3:forces:R:3:lowdin_charge:R:1 method="wB97M-V/def2-TZVPD" charge=0 total_energy_ev=-55909.66537 relative_energy_ev=0.811 smiles="O=C1OCCO1.O=C1OCCO1.O=C1OCCO1.O=C1OCCO1.O=C1OCCO1.O=C1OCCO1" gap_ev=10.1 mol_weight_da=528.37
O -1.51195 -3.37239 1.64125 -0.4 -0.4 0.0 0.1648
C -0.52242 -3.76026 1.11680 0.8 0.7 0.1 -0.5651
O -0.42479 -4.63284 0.09582 -0.4 0.1 -0.6 0.0650
C 0.96615 -4.84688 -0.15295 1.4 0.2 1.7 -0.1103
C 1.56905 -3.52534 0.34468 -0.4 -1.4 -1.2 -0.1261
O 0.72377 -3.30714 1.46475 -0.3 0.5 0.0 0.0378
H 1.26865 -5.59051 0.59250 0.1 -0.4 -0.5 0.1327
H 1.30448 -5.12244 -1.14515 -0.8 0.0 -0.3 0.1340
H 1.41601 -2.78831 -0.44331 0.2 0.4 0.4 0.1121
H 2.61382 -3.63442 0.61282 0.0 0.2 0.3 0.1386
O 2.88101 4.21074 3.28179 -0.1 -0.4 0.4 0.1673
C 2.53239 3.54917 4.21217 0.2 1.0 -1.0 -0.5853
O 2.89137 3.79618 5.48269 0.2 -0.1 0.8 0.0776
C 2.19545 2.92315 6.36562 -0.7 -1.2 -0.4 -0.1092
C 1.67882 1.84372 5.40730 1.0 -0.4 -0.6 -0.1037
O 1.70487 2.49689 4.12406 -0.7 -0.2 0.4 0.0403
H 2.83068 2.39798 7.07471 0.4 0.7 0.2 0.1307
H 1.37984 3.43163 6.87366 0.1 0.3 0.0 0.1309
H 0.72890 1.37241 5.64076 -0.2 0.4 -0.2 0.1281
H 2.41767 1.04595 5.28046 -0.1 -0.1 0.5 0.1303
O 1.29939 0.16057 -1.91722 -0.5 -0.1 -0.3 0.1509
C 0.97670 0.37388 -0.78975 1.2 -0.1 0.3 -0.5717
O 0.77442 1.57552 -0.25024 -0.5 0.4 -0.3 0.0885
C 0.24737 1.40871 1.06652 -0.3 0.3 0.5 -0.0919
C 0.73809 0.01966 1.44568 -1.2 0.2 0.2 -0.0963
O 0.93872 -0.58909 0.16469 0.0 0.1 0.1 0.0303
H 0.57075 2.22262 1.71104 0.4 -0.1 -0.1 0.1244
H -0.84483 1.46050 1.07013 0.0 -0.1 -0.4 0.1240
H -0.08485 -0.50937 1.92243 0.3 -0.2 0.2 0.1239
H 1.62484 0.02648 2.07500 0.3 -0.2 -0.3 0.1318
O -3.57330 2.06042 1.76135 0.1 -0.5 0.1 0.1565
C -3.85159 1.26066 2.60255 -0.1 0.7 -0.4 -0.5791
O -5.01231 1.27266 3.28307 0.2 0.2 0.3 0.0685
C -4.98238 0.29617 4.31704 -0.3 -1.1 -0.7 -0.1106
C -3.61318 -0.39275 4.16202 0.0 1.4 0.4 -0.0900
O -3.05713 0.25242 3.00301 0.1 -0.4 0.1 0.0505
H -5.11544 0.74954 5.29419 -0.1 0.1 -0.1 0.1278
H -5.76888 -0.42663 4.09139 -0.2 0.2 0.3 0.1298
H -3.65367 -1.46802 4.04683 0.1 0.0 -0.1 0.1305
H -3.02012 -0.06695 5.01733 0.4 -0.6 -0.1 0.1236
O 3.18727 2.80038 -7.78235 0.3 0.0 -0.3 0.1713
C 2.38355 2.63895 -6.93178 -0.8 -0.4 0.5 -0.5678
O 2.63466 2.62450 -5.60798 0.6 0.8 0.0 0.0588
C 1.42919 2.74269 -4.86092 0.2 -0.2 0.5 -0.1082
C 0.39725 2.28425 -5.88528 -0.5 -0.9 0.9 -0.1181
O 1.05971 2.39844 -7.13350 0.1 0.4 -0.2 0.0658
H 1.60706 2.11201 -3.98947 -0.6 -0.3 -0.1 0.1187
H 1.24347 3.74070 -4.45116 0.3 0.2 -0.5 0.1273
H -0.54955 2.81890 -5.88731 0.2 0.4 -0.1 0.1290
H 0.13108 1.24627 -5.67047 0.2 -0.1 -0.4 0.1096
O 0.73968 -1.44297 -6.55211 -0.5 0.0 0.2 0.1721
C 0.05250 -1.80120 -5.64719 0.3 0.4 -0.7 -0.5784
O 0.28193 -2.88151 -4.90778 0.3 -1.1 0.3 0.0685
C -0.45534 -2.80836 -3.68679 0.7 0.9 0.0 -0.1014
C -1.54651 -1.79217 -4.05205 -0.7 -1.5 1.2 -0.1240
O -1.07684 -1.17229 -5.23098 0.0 0.5 0.4 0.0653
H -0.77439 -3.78394 -3.33261 -0.2 -0.1 -0.4 0.1284
H 0.24849 -2.40685 -2.95096 -0.2 0.1 0.1 0.1155
H -1.74220 -1.16571 -3.18158 0.3 0.8 -0.5 0.1284
H -2.48740 -2.32637 -4.20526 0.0 0.2 -0.6 0.1275

---

# 3
14
Properties=species:S:1:pos:R:3:forces:R:3:lowdin_charge:R:1 method="wB97M-V/def2-TZVPD" charge=0 total_energy_ev=-11313.29338 relative_energy_ev=7.749 gap_ev="7.7 / 6.8" mol_weight_da=114.10
C 0.12517 1.92694 0.25929 3.6 -4.0 -0.7 0.2057
C 0.44588 -0.94993 -0.30023 -1.2 3.4 1.9 -0.1512
C 1.67986 0.13451 -0.24776 -1.7 -1.2 2.3 -0.1285
C -0.70848 -0.68672 0.59151 1.7 0.4 1.6 -0.0644
N 1.23315 1.51276 -0.05470 -3.3 0.7 0.7 0.0399
N -1.90844 -0.32327 -0.04003 -0.3 0.9 1.3 -0.4739
O -2.84284 0.02407 0.70284 0.1 -0.5 -0.5 -0.0149
O -1.94771 -0.25166 -1.26427 -0.5 -0.1 -0.4 -0.0045
H -0.63299 2.60755 0.50712 -0.5 1.0 0.2 0.0833
H -0.03051 -0.91079 -1.22213 0.0 -0.2 -2.2 0.0738
H 0.88520 -1.83844 -0.06291 1.4 -2.5 0.4 0.0735
H 2.30589 -0.22417 0.61805 -0.2 1.0 -1.0 0.1332
H 2.12517 0.01978 -1.18121 1.3 0.2 -1.3 0.0832
H -0.72935 -1.04063 1.69442 -0.4 0.9 -2.2 0.1448